Record 1
The following is a DFT calculation (ωB97M-V with the def2-TZVPD basis set) of one molecule with the formula C13H21NO4S.

Geometry (Å):
C: 5.3851 -1.9040 0.7109
O: 5.5918 -0.9078 -0.2671
C: 4.4124 -0.5083 -0.9350
C: 3.2885 -0.0326 -0.0207
C: 2.3046 0.8553 -0.7770
C: 0.9830 1.0625 -0.0214
C: 0.3758 2.4377 -0.3088
C: -1.1207 2.6440 0.0352
C: -1.7973 1.5247 0.8320
C: -2.3835 0.4321 -0.0319
C: -2.8694 -0.7920 0.7356
C: -3.9567 -1.3057 -0.1797
S: -3.2381 -2.3082 -1.5131
O: -5.0383 -1.9908 0.4785
C: -4.6622 -2.8468 1.3723
N: -4.3256 -3.6072 2.1695
C: -4.5364 -0.0067 -0.7567
O: -5.6204 0.1343 -1.2324
O: -3.6157 0.9576 -0.6402
H: 4.6289 -2.6295 0.3932
H: 6.3309 -2.4227 0.8527
H: 5.0770 -1.4737 1.6682
H: 4.0562 -1.3294 -1.5719
H: 4.7124 0.3233 -1.5742
H: 3.7314 0.5174 0.8145
H: 2.7474 -0.8842 0.4007
H: 2.0892 0.3722 -1.7351
H: 2.7660 1.8230 -0.9840
H: 1.1960 0.9758 1.0473
H: 0.2932 0.2655 -0.3005
H: 0.9651 3.1862 0.2240
H: 0.5242 2.6564 -1.3690
H: -1.6906 2.7763 -0.8862
H: -1.2347 3.5763 0.5866
H: -1.1326 1.0893 1.5796
H: -2.6468 1.9450 1.3765
H: -1.7615 0.1780 -0.8917
H: -3.3602 -0.4387 1.6466
H: -2.0707 -1.4904 0.9687
H: -4.3978 -2.8541 -1.8960

Atomic forces in eV per Å
C 0.033 -0.016 -0.057
O -0.003 0.007 0.063
C 0.010 0.109 0.119
C 0.052 0.002 -0.015
C -0.154 -0.273 0.141
C 0.321 0.277 -0.037
C -0.138 0.004 -0.150
C 0.085 -0.142 -0.035
C -0.119 0.207 0.002
C -0.542 0.257 -0.187
C 0.041 0.285 -0.127
C 0.092 -0.019 -0.091
S 0.126 -0.218 0.154
O -0.032 0.032 0.079
C 0.146 -0.141 -0.021
N -0.074 0.056 -0.015
C -0.336 -0.117 -0.113
O 0.154 0.013 0.063
O 0.212 -0.013 0.052
H 0.011 -0.051 -0.030
H 0.019 -0.003 0.017
H -0.068 0.002 0.005
H -0.043 0.024 -0.052
H 0.047 -0.066 -0.099
H -0.054 0.038 0.023
H 0.043 -0.032 0.049
H 0.005 0.210 -0.130
H 0.060 -0.006 -0.065
H -0.191 -0.103 0.055
H 0.016 -0.094 0.128
H 0.079 -0.027 0.003
H -0.032 0.005 -0.020
H -0.031 0.049 0.001
H 0.014 0.022 0.020
H 0.061 -0.038 -0.042
H 0.022 -0.037 0.093
H 0.235 -0.144 0.178
H 0.138 -0.099 0.132
H -0.081 -0.125 0.031
H -0.125 0.164 -0.123

Properties
SMILES = COCCCCCCC[C@H]1C[C@@](S)(OC#N)C(=O)O1

Here are the natural (NBO) charges for atoms 1 to 2, given in e: C -0.25; O -0.54


Record 2
The following is a DFT calculation (ωB97M-V with the def2-TZVPD basis set) of one molecule with the formula C13H21O6P.

Geometry (Å):
C: -5.5223 0.1280 0.7806
C: -4.0426 -0.1240 1.0175
O: -3.3042 0.8087 0.2319
P: -1.7674 0.6139 -0.1780
O: -1.3673 1.6268 -1.1455
O: -1.6475 -0.9209 -0.7120
C: -1.6680 -1.1127 -2.1208
C: -3.0816 -1.0319 -2.6707
C: -0.7798 0.4200 1.3875
O: -1.1975 -0.7241 2.0769
C: 0.6575 0.4428 0.9522
C: 1.2467 1.6519 0.6355
C: 2.5443 1.6939 0.1484
C: 3.2725 0.5294 -0.0269
O: 4.5487 0.4613 -0.4971
C: 5.1889 1.6596 -0.8578
C: 2.6774 -0.7081 0.3022
O: 3.4600 -1.8066 0.1086
C: 2.9319 -3.0687 0.4262
C: 1.3786 -0.7351 0.7790
H: -5.7704 1.1508 1.0500
H: -5.7648 -0.0199 -0.2685
H: -6.1134 -0.5547 1.3847
H: -3.7739 -1.1443 0.7256
H: -3.7907 0.0140 2.0732
H: -1.0428 -0.3469 -2.5895
H: -1.2287 -2.1005 -2.2899
H: -3.0719 -1.2096 -3.7427
H: -3.7208 -1.7714 -2.1925
H: -3.4793 -0.0380 -2.4764
H: -0.9954 1.2764 2.0341
H: -1.1513 -1.4647 1.4597
H: 0.6902 2.5676 0.7560
H: 2.9767 2.6506 -0.0947
H: 5.2972 2.3333 -0.0011
H: 6.1764 1.3683 -1.2126
H: 4.6539 2.1772 -1.6607
H: 2.6667 -3.1418 1.4866
H: 2.0542 -3.3061 -0.1853
H: 3.7248 -3.7817 0.2054
H: 0.9223 -1.6777 1.0373

Atomic forces in eV per Å
C 0.423 0.011 -0.018
C -0.451 -0.290 0.268
O 0.609 0.125 -0.212
P -0.573 -0.855 0.528
O 0.225 0.334 -0.154
O -0.092 0.828 0.916
C 0.003 -0.237 -0.823
C 0.267 0.008 0.248
C -0.330 0.585 -0.759
O -0.048 -0.445 0.144
C 0.333 0.218 0.123
C -0.076 -0.241 0.137
C 0.230 -0.049 -0.077
C 0.059 -0.146 -0.011
O -0.310 -0.265 0.143
C 0.093 0.196 -0.050
C 0.136 0.012 -0.084
O 0.040 0.423 -0.043
C -0.089 -0.191 0.054
C 0.126 -0.103 0.003
H -0.073 0.087 0.043
H -0.059 -0.033 -0.090
H -0.087 -0.062 0.060
H 0.000 0.082 0.053
H 0.022 -0.051 -0.122
H 0.013 -0.172 0.028
H -0.027 0.160 -0.007
H -0.034 -0.002 -0.117
H -0.079 -0.062 0.005
H -0.129 0.060 -0.087
H 0.023 -0.047 -0.120
H -0.063 -0.067 0.043
H -0.060 0.138 -0.028
H 0.100 0.073 -0.041
H -0.018 -0.020 -0.037
H -0.060 0.074 0.017
H 0.011 -0.012 0.039
H -0.008 0.011 -0.047
H 0.020 0.020 0.036
H -0.089 0.009 0.030
H 0.022 -0.107 0.009

Properties
SMILES = CCOP(=O)(OCC)[C@@H](O)c1ccc(OC)c(OC)c1

Here are the natural (NBO) charges for atoms 1 to 2, given in e: C -0.62; C -0.06


Record 3
The following is a DFT calculation (ωB97M-V with the def2-TZVPD basis set) of C13H22As2BeN2STe4 as an isolated structure.

Geometry (Å):
Be: 1.3749 0.4610 -0.9765
C: -1.1442 -0.8763 3.2724
As: -1.0246 0.2092 1.6441
C: -2.0888 1.7323 2.3027
C: -2.4107 -0.5810 0.4896
C: -3.4588 -1.3449 0.9954
C: -4.5181 -1.7255 0.1844
C: -4.5486 -1.3200 -1.1408
C: -3.4965 -0.5799 -1.6586
C: -2.4083 -0.2246 -0.8659
As: -0.8575 0.7057 -1.6936
C: -1.5946 2.4712 -2.0171
C: -0.8773 -0.0491 -3.5072
H: -2.1101 -0.7691 3.7659
H: -0.3580 -0.5173 3.9345
H: -0.9778 -1.9277 3.0417
H: -3.1069 1.4303 2.5450
H: -2.1005 2.5145 1.5459
H: -1.5912 2.1168 3.1925
H: -3.4559 -1.6382 2.0386
H: -5.3247 -2.3227 0.5903
H: -5.3853 -1.5855 -1.7739
H: -3.5324 -0.2816 -2.6991
H: -2.4937 2.3805 -2.6249
H: -0.8372 3.0581 -2.5325
H: -1.8453 2.9388 -1.0674
H: -1.8498 -0.4526 -3.7755
H: -0.1347 -0.8429 -3.5578
H: -0.6097 0.7415 -4.2072
Te: 2.2316 1.7436 -2.7969
Te: 4.5916 2.5603 -1.7680
Te: 3.9669 3.1048 0.8558
Te: 1.5633 1.6952 1.1481
S: 1.5577 -1.6415 -0.7331
C: 3.0909 -1.3814 0.0111
N: 4.0996 -0.7516 -0.5657
C: 5.2534 -0.6099 0.3210
C: 4.7049 -1.1656 1.6546
N: 3.4105 -1.7207 1.2511
H: 4.0461 -0.3914 -1.5068
H: 5.5252 0.4396 0.4085
H: 6.0988 -1.1832 -0.0580
H: 4.5540 -0.3651 2.3793
H: 5.3422 -1.9363 2.0824
H: 2.7296 -2.1176 1.8714

Atomic forces in eV per Å
Be -0.450 0.434 0.262
C -0.142 -0.059 -0.163
As -0.509 -0.117 0.184
C 0.093 -0.172 -0.086
C 0.165 0.267 0.034
C -0.008 0.026 0.000
C 0.043 0.000 0.045
C 0.016 0.020 -0.004
C 0.017 -0.003 -0.066
C 0.284 0.013 -0.041
As -0.316 -0.492 -0.025
C 0.004 -0.072 0.063
C -0.070 0.075 0.175
H 0.009 0.033 0.004
H -0.002 -0.045 0.042
H 0.084 0.007 -0.001
H 0.001 -0.026 0.010
H -0.008 0.010 0.003
H 0.003 0.038 -0.014
H -0.012 0.012 -0.002
H 0.003 0.003 0.005
H 0.008 0.000 -0.007
H -0.028 -0.012 0.015
H 0.008 0.002 -0.017
H -0.014 0.056 0.019
H 0.062 0.031 0.009
H 0.008 0.035 -0.028
H 0.027 0.010 -0.009
H 0.060 -0.008 -0.004
Te 0.202 -0.015 -0.141
Te 0.031 0.015 0.066
Te -0.207 -0.060 -0.170
Te 0.562 0.008 -0.187
S 0.190 0.011 0.131
C -0.111 0.182 -0.293
N 0.057 -0.256 0.087
C -0.114 0.033 0.057
C -0.057 0.037 -0.021
N 0.108 -0.287 -0.008
H 0.002 0.142 -0.007
H 0.050 0.010 -0.014
H -0.002 -0.020 0.000
H -0.003 0.006 0.010
H 0.019 0.006 0.006
H -0.063 0.121 0.082

Here are the natural (NBO) charges for atoms 1 to 2, given in e: Be 1.17; C -0.96


Record 4
The following is a DFT calculation (ωB97M-V with the def2-TZVPD basis set) of C13H22As2BeN2STe4 as an isolated structure.

Geometry (Å):
Be: -0.4897 -0.2771 -1.7330
C: -0.7771 -0.2136 3.4420
As: 0.2055 -0.6796 1.8133
C: 1.3088 -2.1074 2.5772
C: 1.5902 0.7072 1.8014
C: 1.9764 1.3424 2.9787
C: 3.0551 2.2094 3.0038
C: 3.7807 2.4335 1.8431
C: 3.3899 1.8263 0.6611
C: 2.2798 0.9835 0.6195
As: 1.7237 0.2539 -1.1256
C: 3.0914 -1.0887 -1.4228
C: 2.2696 1.6747 -2.3509
H: -0.1696 -0.3151 4.3404
H: -1.6160 -0.9064 3.4962
H: -1.1629 0.8023 3.3664
H: 1.9142 -1.7370 3.4039
H: 1.9448 -2.5172 1.7951
H: 0.6379 -2.8933 2.9219
H: 1.4344 1.1462 3.8956
H: 3.3392 2.6943 3.9291
H: 4.6449 3.0851 1.8541
H: 3.9684 2.0175 -0.2316
H: 4.0788 -0.6325 -1.3824
H: 2.9085 -1.5336 -2.3992
H: 3.0022 -1.8564 -0.6571
H: 3.0539 2.3107 -1.9569
H: 1.3910 2.2738 -2.5813
H: 2.6145 1.1928 -3.2656
Te: 0.0000 -0.6780 -4.0634
Te: -2.1091 -2.2154 -4.7334
Te: -2.2548 -3.8580 -2.5353
Te: -1.1802 -2.2863 -0.5354
S: -1.5850 1.4319 -1.0993
C: -3.0851 0.6246 -1.3069
N: -3.5139 0.0534 -2.4151
C: -4.7922 -0.6286 -2.2307
C: -5.0296 -0.4785 -0.7146
N: -3.9714 0.4531 -0.3277
H: -2.9597 0.0213 -3.2635
H: -4.6992 -1.6748 -2.5190
H: -5.5688 -0.1495 -2.8270
H: -4.8912 -1.4322 -0.2038
H: -6.0125 -0.0739 -0.4806
H: -3.7354 0.6950 0.6195

Atomic forces in eV per Å
Be 0.299 -0.261 0.098
C 0.013 -0.001 -0.070
As 0.031 0.169 0.115
C -0.083 0.054 -0.033
C -0.078 -0.106 0.011
C 0.027 -0.038 0.042
C 0.024 0.020 0.003
C 0.005 0.004 0.008
C -0.016 0.010 0.078
C -0.003 0.048 -0.237
As -0.105 0.216 0.196
C -0.132 -0.003 -0.028
C -0.073 -0.182 -0.031
H -0.013 0.002 0.009
H -0.020 0.009 0.076
H 0.000 0.000 -0.001
H -0.003 -0.020 0.003
H 0.044 -0.016 0.016
H 0.027 -0.042 0.014
H 0.021 0.012 0.005
H 0.004 0.005 -0.004
H -0.003 0.002 0.002
H 0.016 0.009 -0.029
H 0.006 0.004 0.005
H 0.042 -0.035 -0.013
H 0.001 -0.020 -0.001
H 0.051 0.011 -0.009
H 0.005 0.040 -0.008
H -0.012 0.040 -0.041
Te 0.048 0.074 -0.014
Te -0.087 -0.095 0.143
Te 0.085 0.048 -0.154
Te -0.174 -0.011 -0.228
S -0.028 0.040 -0.013
C 0.083 -0.040 0.090
N 0.053 0.227 0.013
C 0.061 -0.122 -0.065
C 0.018 -0.046 0.058
N -0.064 0.230 0.026
H -0.071 -0.118 0.052
H -0.016 0.012 -0.057
H 0.008 0.003 0.009
H -0.015 0.019 0.031
H 0.000 -0.023 -0.017
H 0.024 -0.129 -0.051

Here are the Mulliken charges for atoms 1 to 2, given in e: Be 0.28; C -1.37


Asked for lowest unoccupied orbital energy across the records above, the calculation gives 0.3; 0.6; 0.0; 0.0 eV in order.
Asked for energy relative to the best compared isomer or geometry (same formula, charge and spin) across the records above, the calculation gives 0.6658; 0.2490; 0.1827; 0.0000 eV in order.
Asked for DFT total energy across the records above, the calculation gives -34335.3753; -35396.7876; -178907.8505; -178908.0332 eV in order.